Formula: C3H8O2S2
Source: the OMol25 dataset
Level of theory: ωB97M-V/def2-TZVPD

Computed properties:
2S+1: 2
E_HOMO (alpha / beta): -0.370 / -3.624 eV
Total charge: -1
LUMO level (alpha / beta): 3.7 / 3.6 eV

Geometry (Å):
C1 0.218 -0.510 0.870
C2 -1.222 -0.728 0.690
O1 -1.985 0.224 0.782
C3 1.281 -1.453 0.372
S1 2.210 -0.905 -1.120
S2 0.480 0.045 -2.115
H1 0.408 0.558 0.735
H2 0.238 -0.520 2.021
H3 -1.685 -1.730 0.647
H4 2.107 -1.631 1.081
H5 0.863 -2.422 0.094
H6 1.158 1.220 -1.981
H7 -1.594 2.593 -1.407
H8 -1.325 2.273 -0.021
O2 -1.154 2.987 -0.648

natural (NBO) atomic charge list, values in e, 2 entries:
1 C -0.538
2 C 0.457